DFT (ωB97M-V/def2-TZVPD) results for a 2-piece molecular cluster, C3H11N2 overall at a distorted geometry.

Geometry as ORCA input:
```
! RIJCOSX wB97M-V def2-TZVPD def2/J DEFGRID3
* xyz 1 1
C 1.256 1.191 0.234
C -2.097 0.040 0.291
C 0.991 -0.250 0.369
N 1.607 -1.202 -0.354
N -0.934 -0.347 -0.539
H 2.296 1.237 0.855
H 0.556 1.912 0.664
H 1.580 1.526 -0.817
H -3.062 -0.173 -0.247
H -2.064 -0.688 1.013
H -2.176 0.968 0.817
H 0.506 -0.406 1.333
H 1.289 -2.188 -0.523
H 2.053 -0.871 -1.144
H -0.556 0.422 -1.093
H -1.244 -1.172 -0.860
*
```

Values from the calculation:
ΔE to the lowest compared entry with this formula, charge and spin: 54.6 kcal per mole
HOMO energy: -14.355 eV
gap between HOMO and LUMO: 10.70 eV